(1)
Molecular formula: CH3IN2O
Method: DFT, ωB97M-V/def2-TZVPD

2S+1 ... 1
ΔE to the lowest compared entry with this formula, charge and spin ... 116.1 kcal per mole
LUMO (alpha / beta) ... -0.5 / -0.6 eV
Orbital gap (alpha / beta) ... 8.05 / 7.92 eV
E_tot ... -522.1319 Eh

CARTESIAN COORDINATES (ANGSTROEM)
C1 -0.585 1.995 -1.020
N1 0.521 -2.345 0.964
N2 0.480 -1.146 1.058
O1 0.540 -0.294 1.891
I1 -0.086 -0.004 -1.414
H1 0.197 2.716 -0.866
H2 -1.582 1.922 -0.597
H3 0.515 -2.845 -0.017

List of natural (NBO) charges in e, atom by atom: atom 1 (C): -0.52, atom 2 (N): -0.44, atom 3 (N): 0.33, atom 4 (O): -0.32, atom 5 (I): 0.17, atom 6 (H): 0.20, atom 7 (H): 0.20, atom 8 (H): 0.37

---

(2)
Molecular formula: C24H24BBr39FIN2O4S
Method: DFT, ωB97M-V/def2-TZVPD

2S+1 ... 1
LUMO ... -1.1 eV
Orbital gap ... 8.04 eV
E_tot ... -102546.5168 Eh

CARTESIAN COORDINATES (ANGSTROEM)
O1 2.735 -1.712 0.874
S1 2.059 -1.179 -0.253
O2 2.479 -1.587 -1.551
F1 0.566 -1.546 -0.082
C1 2.011 0.604 -0.151
N1 0.835 1.146 -0.055
C2 0.827 2.502 0.065
C3 -0.420 3.188 0.173
C4 -1.750 2.472 0.110
C5 -1.984 1.353 1.119
C6 -3.138 0.469 0.622
I1 -2.495 -0.665 -1.067
C7 -0.405 4.550 0.314
C8 0.809 5.270 0.358
C9 1.994 4.616 0.223
C10 2.042 3.216 0.067
N2 3.267 2.628 -0.083
C11 3.235 1.320 -0.188
B1 4.642 0.564 -0.374
O3 5.301 0.553 -1.586
O4 5.196 -0.039 0.696
H1 -2.534 3.212 0.279
H2 -1.887 2.121 -0.913
H3 -1.125 0.697 1.236
H4 -2.225 1.738 2.111
H5 -3.978 1.100 0.318
H6 -3.471 -0.228 1.382
H7 -1.347 5.073 0.402
H8 0.805 6.343 0.478
H9 2.920 5.174 0.245
H10 4.682 0.326 -2.292
H11 5.964 -0.546 0.394
C12 7.295 -3.660 -0.626
Br1 8.001 -1.867 -0.658
Br2 5.475 -3.687 -0.010
Br3 7.490 -4.526 -2.334
H12 7.882 -4.223 0.085
C13 1.257 -1.380 -4.553
Br4 1.704 0.484 -4.351
Br5 -0.600 -1.703 -4.165
Br6 1.746 -2.043 -6.291
H13 1.835 -1.925 -3.822
C14 7.417 3.506 1.600
Br7 5.654 3.511 0.809
Br8 7.515 4.610 3.176
Br9 7.996 1.707 1.949
H14 8.106 3.928 0.878
C15 -6.001 1.486 -2.554
Br10 -4.431 2.497 -3.014
Br11 -6.122 1.188 -0.654
Br12 -7.598 2.305 -3.246
H15 -5.907 0.515 -3.019
C16 8.476 -5.490 3.213
Br13 9.178 -3.699 3.183
Br14 6.656 -5.524 3.830
Br15 8.671 -6.363 1.506
H16 9.064 -6.053 3.923
C17 -7.557 1.417 3.006
Br16 -8.859 0.017 2.828
Br17 -7.969 2.604 4.467
Br18 -5.771 0.712 3.148
H17 -7.597 2.006 2.099
C18 -0.658 -4.723 0.460
Br19 -0.197 -5.572 -1.202
Br20 -2.493 -4.153 0.480
Br21 -0.252 -5.847 1.972
H18 -0.041 -3.840 0.545
C19 11.251 4.761 -0.168
Br22 9.500 4.774 -0.986
Br23 11.312 5.884 1.391
Br24 11.838 2.973 0.215
H19 11.934 5.178 -0.893
C20 -2.654 -9.278 -1.968
Br25 -3.367 -11.054 -1.777
Br26 -3.977 -8.048 -2.639
Br27 -1.849 -8.647 -0.342
H20 -1.872 -9.327 -2.712
C21 -11.076 4.120 2.986
Br28 -10.448 5.934 3.090
Br29 -12.973 4.001 3.286
Br30 -10.572 3.285 1.329
H21 -10.593 3.569 3.779
C22 -16.118 5.060 1.094
Br31 -15.405 3.709 -0.073
Br32 -16.215 6.772 0.222
Br33 -17.816 4.539 1.832
H22 -15.428 5.163 1.919
C23 -6.651 -6.596 -0.329
Br34 -7.260 -8.411 -0.155
Br35 -8.056 -5.425 -0.932
Br36 -5.843 -5.960 1.294
H23 -5.882 -6.590 -1.087
C24 10.577 0.035 -2.813
Br37 9.727 0.918 -1.334
Br38 10.673 1.179 -4.358
Br39 12.308 -0.650 -2.322
H24 9.961 -0.813 -3.079

Mulliken population analysis, charges in e, atoms 1 to 8: atom 1 (O): -0.60, atom 2 (S): 1.12, atom 3 (O): -0.53, atom 4 (F): -0.06, atom 5 (C): 0.05, atom 6 (N): 0.17, atom 7 (C): 0.46, atom 8 (C): 0.27